Formula: C3H2O3
Source: OMol25
Level of theory: ωB97M-V with the def2-TZVPD basis set

Each line ends with the Löwdin charge.
Geometry (Å):
1 C 0.1691 0.2401 -0.7923  -0.307
2 C -0.3701 0.2675 0.8248  -0.267
3 C 0.2836 -1.2198 -0.0734  0.010
4 O 0.2044 1.2851 0.1353  0.115
5 O 1.2709 -0.5316 -0.7957  0.065
6 O 0.3768 -0.6810 1.3414  0.029
7 H -0.4922 0.3372 -1.6395  0.173
8 H -1.4425 0.3025 0.9994  0.182

Calculated values
DFT total energy   -341.02392 Eh
Multiplicity   1
M   86.0 Da